(1)
DFT (ωB97M-V/def2-TZVPD) results for a single CH4O3S molecule.

```
9
Properties=species:S:1:pos:R:3:mulliken_charge:R:1
C 0.418 -0.280 -0.022 0.28
O 0.675 -0.940 1.192 -0.52
O 0.559 -1.210 -1.073 -0.47
O -0.929 0.345 0.119 -0.30
S -1.169 1.732 -0.911 -0.07
H 1.073 0.565 -0.183 0.35
H 0.164 -1.752 1.362 0.30
H 0.154 -2.112 -0.847 0.29
H -1.972 2.468 -0.107 0.15
```

Computed properties:
**Net charge**: 0
**HOMO energy**: -9.189 eV
**Energy above the lowest of the compared OMol25 structures with the same formula, charge and spin**: 1.878 eV
**SMILES**: OC(O)OS
**Frontier orbital gap**: 0.3519 Ha

(2)
DFT (ωB97M-V/def2-TZVPD) results for a single CH4O3S molecule.

```
9
Properties=species:S:1:pos:R:3:mulliken_charge:R:1
C 0.248 -0.079 -0.704 -0.81
O -0.887 -1.665 0.956 -0.58
O -1.589 1.648 0.445 -0.56
O -2.270 0.630 -0.208 -0.03
S -1.423 -0.598 -0.591 0.56
H 0.631 -0.857 -1.226 0.38
H 0.711 -0.015 0.300 0.32
H 0.343 0.801 -1.194 0.40
H -0.758 -2.548 0.581 0.33
```

Computed properties:
**Net charge**: 0
**HOMO energy (spin up / spin down)**: -8.760 / -8.756 eV
**Energy above the lowest of the compared OMol25 structures with the same formula, charge and spin**: 6.844 eV
**Frontier orbital gap (spin up / spin down)**: 0.2925 / 0.2923 Ha

(3)
DFT (ωB97M-V/def2-TZVPD) results for CH4O4PS as an isolated structure.

```
11
Properties=species:S:1:pos:R:3:mulliken_charge:R:1
C -0.418 -0.407 -0.503 -0.44
O -2.862 -1.700 0.450 -0.67
O -2.212 0.281 1.555 -0.61
O -4.052 0.398 0.010 -0.70
O -1.879 0.087 -0.886 -0.33
P 0.019 0.113 1.221 -0.07
S -2.796 -0.258 0.364 1.20
H 0.093 0.144 -1.309 0.30
H -0.283 -1.524 -0.667 0.30
H -0.282 1.434 0.794 0.01
H 1.458 0.036 0.760 0.01
```

Computed properties:
**Net charge**: -1
**HOMO energy**: -4.785 eV
**Energy above the lowest of the compared OMol25 structures with the same formula, charge and spin**: 1.120 eV
**Frontier orbital gap**: 0.3247 Ha

(4)
DFT (ωB97M-V/def2-TZVPD) results for a 2-piece molecular cluster, CH4OS overall.

```
7
Properties=species:S:1:pos:R:3:mulliken_charge:R:1
S 1.240 1.451 -0.984 -0.38
H 1.566 2.324 -0.023 0.17
H 2.095 0.516 -0.561 0.17
O -2.024 -1.644 -0.278 -0.40
C -1.222 -1.060 0.397 0.09
H -0.802 -1.536 1.303 0.22
H -0.854 -0.050 0.146 0.13
```

Computed properties:
**Net charge**: 0
**HOMO energy**: -9.775 eV
**Energy above the lowest of the compared OMol25 structures with the same formula, charge and spin**: 0.310 eV
**SMILES**: C=O.S
**Frontier orbital gap**: 0.3838 Ha

(5)
DFT (ωB97M-V/def2-TZVPD) results for a 2-piece molecular cluster, CH4SSi overall.

```
7
Properties=species:S:1:pos:R:3:mulliken_charge:R:1
C 1.725 2.274 1.122 0.02
Si -0.561 -0.944 -0.772 0.43
S 1.519 1.734 2.559 -0.03
H 0.021 0.525 -0.673 -0.10
H -0.533 -1.630 -2.015 -0.09
H -1.990 -0.646 -0.736 -0.11
H -0.181 -1.313 0.514 -0.12
```

Computed properties:
**Net charge**: 0
**HOMO energy**: -11.047 eV
**Energy above the lowest of the compared OMol25 structures with the same formula, charge and spin**: 3.149 eV
**Frontier orbital gap**: 0.4008 Ha

(6)
DFT (ωB97M-V/def2-TZVPD) results for CH5AgO3 as an isolated structure.

```
10
Properties=species:S:1:pos:R:3:lowdin_spin:R:1
O -0.915 0.444 -1.352 0.21
Ag 0.540 1.412 -0.279 0.42
O -2.159 1.032 -1.153 0.12
H -2.398 1.329 -2.049 0.00
O 1.164 -0.319 0.559 0.87
H -0.917 -0.592 -1.080 0.00
C 1.908 -0.695 1.624 0.21
H 2.268 0.133 2.243 0.01
H 1.307 -1.435 2.205 0.08
H 2.740 -1.342 1.257 0.08
```

Computed properties:
**Net charge**: +2
**<S²>**: 2.013
**HOMO energy (spin up / spin down)**: -21.904 / -20.782 eV
**Multiplicity**: 3
**Frontier orbital gap (spin up / spin down)**: 0.4168 / 0.2235 Ha

(7)
DFT (ωB97M-V/def2-TZVPD) results for a 2-piece molecular cluster, CH5BS overall.

```
8
Properties=species:S:1:pos:R:3:mulliken_charge:R:1
B -0.145 -0.211 -0.279 0.09
C 0.553 0.753 0.811 -0.96
S -0.828 -1.876 -0.192 -0.23
H -0.297 0.320 -2.459 -0.12
H 0.149 0.530 1.775 0.33
H 0.413 1.801 0.710 0.32
H 1.568 0.696 1.061 0.38
H -1.413 -2.014 -1.428 0.19
```

Computed properties:
**Net charge**: 0
**HOMO energy**: -8.535 eV
**Energy above the lowest of the compared OMol25 structures with the same formula, charge and spin**: 3.373 eV
**Frontier orbital gap**: 0.3145 Ha

(8)
DFT (ωB97M-V/def2-TZVPD) results for CH5BeClO4 as an isolated structure.

```
12
Properties=species:S:1:pos:R:3:mulliken_charge:R:1
Be 0.355 0.019 0.195 0.19
C -2.296 2.554 -1.908 -0.81
H -2.808 1.761 -2.457 0.23
H -2.909 2.949 -1.090 0.23
H -2.111 3.375 -2.616 0.25
H -1.341 2.183 -1.512 0.08
H 0.715 1.371 0.142 -0.08
O -0.577 -3.285 0.279 -0.46
Cl 0.323 -2.243 0.604 1.68
O 1.451 -2.679 1.340 -0.47
O 0.734 -1.365 -0.644 -0.43
O -0.381 -1.001 1.283 -0.43
```

Computed properties:
**Net charge**: 0
**HOMO energy**: -11.281 eV
**Frontier orbital gap**: 0.4231 Ha

(9)
DFT (ωB97M-V/def2-TZVPD) results for a 2-piece molecular cluster, CH5Br4NSi2 overall.

```
13
Properties=species:S:1:pos:R:3:mulliken_charge:R:1
C -0.982 0.422 0.030 -0.91
N 0.309 0.266 0.591 0.07
Si 1.779 0.836 0.390 0.18
Si 0.683 -2.755 0.673 0.81
Br 3.089 0.233 2.067 -0.16
Br 2.425 -2.207 -0.530 -0.19
Br -1.029 -2.586 -0.748 -0.21
Br 0.101 -1.888 2.599 -0.15
H -0.783 0.269 -1.103 0.33
H -1.703 -0.393 0.346 0.23
H -1.360 1.348 0.108 0.33
H 2.891 1.336 -0.534 -0.07
H 0.933 -4.091 0.851 -0.25
```

Computed properties:
**Net charge**: 0
**HOMO energy**: -8.989 eV
**Energy above the lowest of the compared OMol25 structures with the same formula, charge and spin**: 2.611 eV
**SMILES**: Br[SiH](Br)Br.C/N=[SiH]/Br
**Frontier orbital gap**: 0.3134 Ha

(10)
DFT (ωB97M-V/def2-TZVPD) results for an isolated ion of composition CH5BrN2P and charge +1.

```
10
Properties=species:S:1:pos:R:3:mulliken_charge:R:1
C 0.137 -0.403 0.137 0.61
N -0.998 0.207 -0.309 -0.45
N 1.192 -0.346 -0.578 -0.38
P 0.063 -1.023 1.948 0.00
Br 1.994 -0.324 2.832 -0.03
H -1.225 0.407 -1.254 0.24
H -1.918 0.136 0.249 0.26
H 1.113 -0.134 -1.662 0.30
H 2.007 -0.974 -0.326 0.30
H -0.907 -0.095 2.570 0.15
```

Computed properties:
**Net charge**: +1
**HOMO energy**: -13.911 eV
**Energy above the lowest of the compared OMol25 structures with the same formula, charge and spin**: 0.259 eV
**SMILES**: NC(=[NH2+])PBr
**Frontier orbital gap**: 0.3400 Ha

(11)
DFT (ωB97M-V/def2-TZVPD) results for a 2-piece molecular cluster, CH5BrN3 overall.

```
10
Properties=species:S:1:pos:R:3:mulliken_charge:R:1
C -1.432 1.067 0.025 0.32
N 1.558 -1.157 0.095 -0.82
N -0.788 -0.050 -0.009 -0.37
N -2.084 1.987 0.027 0.03
Br 3.393 -0.412 0.286 0.06
H 1.524 -2.082 0.529 0.30
H 1.253 -1.286 -0.854 0.36
H -1.208 -0.954 -0.177 0.29
H 0.311 -0.030 0.165 0.44
H -2.526 2.917 -0.086 0.37
```

Computed properties:
**Net charge**: +1
**HOMO energy**: -13.857 eV
**Energy above the lowest of the compared OMol25 structures with the same formula, charge and spin**: 2.024 eV
**Frontier orbital gap**: 0.3586 Ha

(12)
DFT (ωB97M-V/def2-TZVPD) results for a 2-piece molecular cluster, CH5Cl2NSi overall.

```
10
Properties=species:S:1:pos:R:3:mulliken_charge:R:1
C -0.310 1.310 0.815 -0.56
N 0.887 0.538 0.421 -0.64
Si 0.112 -1.658 -0.758 0.67
Cl -1.918 -1.565 -0.444 -0.20
Cl 0.553 -1.707 -2.676 -0.13
H -0.512 0.998 1.826 0.20
H 0.046 2.341 0.866 0.32
H -1.101 1.159 0.017 0.19
H 1.428 0.897 -0.342 0.21
H 0.815 -2.313 0.276 -0.06
```

Computed properties:
**Net charge**: 0
**HOMO energy**: -8.107 eV
**Energy above the lowest of the compared OMol25 structures with the same formula, charge and spin**: 2.982 eV
**Frontier orbital gap**: 0.3087 Ha

no.,molecular weight (Da),DFT total energy (Ha)
1,96.11,-664.3531
2,96.11,-664.1706
3,143.08,-1081.0265
4,64.11,-513.8834
5,76.20,-728.0342
6,172.92,-412.7565
7,59.93,-464.0107
8,125.51,-816.7408
9,406.85,-10970.9858
10,155.94,-3065.7280
11,138.98,-2779.0473
12,130.05,-1305.7184